Arrangement A

Entry from the OMol25 dataset: 2 unconnected molecules or ions with the total composition CH2FNO (the ωB97M-V functional and the def2-TZVPD basis).

Calculated values
HOMO-LUMO gap (spin up / spin down) = 9.55 / 9.49 eV
Highest occupied orbital energy (spin up / spin down) = -10.1837 / -10.1789 eV

Last column: natural (NBO) charge in e.
CARTESIAN COORDINATES (ANGSTROEM)
C (1.1390, -0.2580, 0.0901)  0.302
N (-2.5457, -0.2024, 0.0073)  0.225
O (0.1980, -0.5288, -0.5318)  -0.487
F (-2.1082, 1.0236, -0.3796)  -0.225
H (1.0451, 0.3172, 1.0584)  0.092
H (2.2718, -0.3517, -0.2444)  0.092



Arrangement B

Entry from the OMol25 dataset: 2 unconnected molecules or ions with the total composition CH2FNO (the ωB97M-V functional and the def2-TZVPD basis).

Calculated values
HOMO-LUMO gap (spin up / spin down) = 10.51 / 8.92 eV
Highest occupied orbital energy (spin up / spin down) = -11.4561 / -9.7584 eV

Last column: natural (NBO) charge in e.
CARTESIAN COORDINATES (ANGSTROEM)
C (-1.1881, 0.7109, -0.0397)  0.822
N (1.6243, -0.1519, 0.0159)  -0.605
O (-1.9109, 1.2788, 0.6660)  -0.489
F (-1.2592, -0.3779, -0.7341)  -0.304
H (1.2137, -0.7822, -0.7165)  0.293
H (1.5201, -0.6777, 0.8083)  0.283



Arrangement C

Entry from the OMol25 dataset: 2 unconnected molecules or ions with the total composition CH2FNO (the ωB97M-V functional and the def2-TZVPD basis).

Calculated values
HOMO-LUMO gap (spin up / spin down) = 8.22 / 8.22 eV
Highest occupied orbital energy (spin up / spin down) = -8.7727 / -8.7728 eV

Last column: natural (NBO) charge in e.
CARTESIAN COORDINATES (ANGSTROEM)
C (0.5478, 0.7273, 0.9337)  0.222
N (-0.0848, -0.6856, -0.8708)  0.025
O (-0.2994, -0.8682, -2.0214)  -0.222
F (-0.5618, 0.4981, 1.5773)  -0.342
H (0.5779, 1.9412, 0.7545)  0.048
H (-0.1798, -1.6128, -0.3733)  0.268



Which of them is the most stable? Correct choice: arrangement B.



Arrangement A

Entry from the OMol25 dataset: a molecular structure, CH3N3O2 (the ωB97M-V functional and the def2-TZVPD basis).

Calculated values
HOMO-LUMO gap = 9.72 eV
Highest occupied orbital energy = -10.3655 eV

Last column: natural (NBO) charge in e.
CARTESIAN COORDINATES (ANGSTROEM)
N (-0.8306, -0.8012, -0.3681)  -0.463
C (0.4558, 0.1182, 0.5434)  0.699
O (-0.1990, 1.0742, 1.2436)  -0.687
N (-0.6837, -0.4021, -1.5900)  0.113
N (-0.0083, 0.5106, -1.9239)  -0.118
O (1.3684, -0.5386, 0.9682)  -0.581
H (0.2177, 1.1372, 2.1185)  0.496
H (-0.8766, -1.8128, -0.2598)  0.397
H (0.5564, 0.7145, -0.7319)  0.143



Arrangement B

Entry from the OMol25 dataset: 2 unconnected molecules or ions with the total composition CH3N3O2 (the ωB97M-V functional and the def2-TZVPD basis).

Calculated values
HOMO-LUMO gap = 10.99 eV
SMILES = N#[N+][O-].NC=O
Highest occupied orbital energy = -10.0244 eV

Last column: natural (NBO) charge in e.
CARTESIAN COORDINATES (ANGSTROEM)
C (0.8539, 0.7772, 0.1258)  0.527
N (-2.0878, -0.6174, -0.6402)  -0.144
N (1.5628, 0.0154, -0.6491)  -0.799
N (-2.3051, -0.8258, 0.4417)  0.449
O (0.7187, 0.7840, 1.3037)  -0.610
O (-2.5769, -1.0661, 1.5130)  -0.304
H (0.3580, 1.5529, -0.4204)  0.081
H (1.5906, 0.1103, -1.5983)  0.404
H (1.8859, -0.7305, -0.0762)  0.398



Which of them is the most stable? Correct choice: arrangement B.



Arrangement A

Entry from the OMol25 dataset: 2 unconnected molecules or ions with the total composition CH3N3O2 (the ωB97M-V functional and the def2-TZVPD basis).

Calculated values
HOMO-LUMO gap = 9.58 eV
Highest occupied orbital energy = -9.8318 eV

Last column: natural (NBO) charge in e.
CARTESIAN COORDINATES (ANGSTROEM)
C (0.1547, 0.6284, -0.7480)  -0.191
N (2.2035, -0.4205, -0.2169)  -0.372
N (1.2722, 0.2486, -0.5470)  0.048
N (-1.6165, -0.4362, 0.6809)  0.382
O (-1.8069, 0.3352, 1.5667)  -0.390
O (-2.0616, -1.5863, 0.7120)  -0.397
H (-0.9525, 0.0150, -0.0429)  0.303
H (-0.1403, 1.7097, -0.5109)  0.258
H (2.9474, -0.4940, -0.8939)  0.359



Arrangement B

Entry from the OMol25 dataset: 2 unconnected molecules or ions with the total composition CH3N3O2 (the ωB97M-V functional and the def2-TZVPD basis).

Calculated values
HOMO-LUMO gap (spin up / spin down) = 8.51 / 6.13 eV
Highest occupied orbital energy (spin up / spin down) = -9.0599 / -7.8589 eV

Last column: natural (NBO) charge in e.
CARTESIAN COORDINATES (ANGSTROEM)
C (0.4794, 0.6467, -0.5437)  -0.166
N (1.3258, -1.0692, 0.8488)  -0.329
N (1.1600, -0.2707, -0.0902)  -0.072
N (-1.5935, 0.0924, -0.0049)  0.454
O (-2.2728, 0.7143, 0.8290)  -0.367
O (-1.8153, -0.8756, -0.6545)  -0.330
H (0.3358, 1.5527, 0.1692)  0.240
H (0.1851, 0.7547, -1.5247)  0.218
H (2.1955, -1.5453, 0.9709)  0.351



Which of them is the most stable? Correct choice: arrangement A.



Arrangement A

Entry from the OMol25 dataset: a single C2H5N3O molecule (the ωB97M-V functional and the def2-TZVPD basis).

Calculated values
HOMO-LUMO gap = 11.18 eV
SMILES = [H]/N=C/NC(N)=O
Highest occupied orbital energy = -10.2165 eV

Last column: natural (NBO) charge in e.
CARTESIAN COORDINATES (ANGSTROEM)
N (-1.7638, -0.3194, 0.2430)  -0.824
C (-0.6906, -0.1293, -0.5740)  0.796
O (-0.2567, -1.0129, -1.2944)  -0.638
N (0.0678, 1.0772, -0.5600)  -0.689
C (1.3122, 0.3766, -0.2565)  0.304
N (1.3244, -0.1526, 0.8896)  -0.665
H (-1.9385, -1.2968, 0.4413)  0.410
H (-1.9940, 0.3189, 0.9861)  0.393
H (-0.1072, 1.7218, 0.2079)  0.376
H (2.0242, 0.2927, -1.0814)  0.185
H (2.0221, -0.8763, 0.9985)  0.353



Arrangement B

Entry from the OMol25 dataset: 2 unconnected molecules or ions with the total composition C2H5N3O (the ωB97M-V functional and the def2-TZVPD basis).

Calculated values
HOMO-LUMO gap = 8.37 eV
Highest occupied orbital energy = -8.8300 eV

Last column: natural (NBO) charge in e.
CARTESIAN COORDINATES (ANGSTROEM)
C (2.5850, 0.7236, 0.0443)  -0.355
C (1.6090, -0.0952, 0.4142)  -0.069
N (1.3115, -1.2970, 0.1554)  0.014
N (0.8529, -2.2839, 0.4199)  0.017
N (-2.4670, 0.7479, -0.2390)  -0.481
O (-2.2041, -0.6240, -0.1589)  -0.637
H (2.6083, 1.6909, 0.4142)  0.202
H (3.3401, 0.4861, -0.7029)  0.191
H (-1.4518, -1.0318, -0.4672)  0.470
H (-3.3742, 0.7591, -0.6599)  0.325
H (-2.8098, 0.9243, 0.7799)  0.324



Arrangement C

Entry from the OMol25 dataset: 2 unconnected molecules or ions with the total composition C2H5N3O (the ωB97M-V functional and the def2-TZVPD basis).

Calculated values
HOMO-LUMO gap = 11.08 eV
SMILES = [H]/N=C\O.N#CN
Highest occupied orbital energy = -10.5748 eV

Last column: natural (NBO) charge in e.
CARTESIAN COORDINATES (ANGSTROEM)
C (-2.1817, 0.5945, 0.5587)  0.416
C (1.7422, -0.4637, -0.2709)  0.432
N (-2.8242, -0.2477, 0.8801)  -0.393
N (-1.6663, 1.6157, -0.0401)  -0.843
N (0.5174, -0.3005, -0.0481)  -0.748
O (2.6589, -1.4431, 0.0480)  -0.656
H (2.1865, 0.2596, -0.8379)  0.142
H (-1.8749, 1.5256, -0.9168)  0.377
H (-0.7326, 1.4098, -0.5676)  0.431
H (-0.0275, -1.0577, 0.4654)  0.367
H (2.2022, -1.8925, 0.7292)  0.474



Which of them is the most stable? Correct choice: arrangement A.



Arrangement A

Entry from the OMol25 dataset: a single C2H5N3O molecule (the ωB97M-V functional and the def2-TZVPD basis).

Calculated values
HOMO-LUMO gap = 10.04 eV
SMILES = N#CN[C@H](N)O
Highest occupied orbital energy = -9.5877 eV

Last column: natural (NBO) charge in e.
CARTESIAN COORDINATES (ANGSTROEM)
C (-0.8211, 1.0354, 1.2552)  0.379
C (0.2233, -0.6108, -0.1161)  0.407
N (-0.9741, 1.8005, 2.0669)  -0.362
N (1.3349, 0.2317, -0.5260)  -0.878
N (-0.9872, 0.2378, 0.2040)  -0.707
O (-0.0648, -1.6165, -0.9788)  -0.687
H (0.6847, -1.0304, 0.8403)  0.161
H (1.5146, 0.3072, -1.5735)  0.380
H (1.3082, 1.1801, -0.1218)  0.382
H (-1.6335, 0.7854, -0.6114)  0.431
H (-0.5851, -2.3205, -0.4386)  0.495



Arrangement B

Entry from the OMol25 dataset: a single C2H5N3O molecule (the ωB97M-V functional and the def2-TZVPD basis).

Calculated values
HOMO-LUMO gap = 9.84 eV
SMILES = [H]/N=C(/N)NC=O
Highest occupied orbital energy = -9.1848 eV

Last column: natural (NBO) charge in e.
CARTESIAN COORDINATES (ANGSTROEM)
C (0.2193, -0.9246, -0.0525)  0.578
C (0.0243, 1.5804, -0.3576)  0.538
H (-1.3869, 0.0178, 0.8746)  0.436
H (-0.9573, -1.6378, 1.4168)  0.409
H (1.8568, -1.8544, -0.6487)  0.343
H (1.2422, 0.3340, -1.3413)  0.402
H (0.4782, 2.3605, -0.9718)  0.127
N (-0.8749, -0.9024, 0.7325)  -0.830
N (0.9600, -1.9602, -0.1333)  -0.760
N (0.4880, 0.3352, -0.6923)  -0.641
O (-0.8383, 1.8171, 0.4727)  -0.601



Which of them is the most stable? Correct choice: arrangement B.